C48H43AlN3O4S3 | ωB97M-V with the def2-TZVPD basis set

Properties
Net charge ... +1
ΔE to the lowest compared entry with this formula, charge and spin ... 0.683 eV
Kohn-Sham gap ... 6.95 eV
E_tot ... -3757.17939 a.u.

Last column: Löwdin charge in e.
Cartesian coordinates (Å):
S1 1.5393 0.2302 -1.7391  1.200
S2 -1.2064 2.5830 -0.1234  0.825
S3 -0.3267 -0.2892 1.5651  1.003
Al1 -1.4602 0.5740 -1.1019  -0.195
O1 -0.1929 0.6225 2.7034  -0.411
O2 0.0950 -0.2113 -1.3380  -0.434
O3 -4.6554 -0.3077 0.8922  0.132
O4 -2.7990 0.0198 -0.2648  -0.043
N1 -2.0970 0.9166 -2.8841  0.036
N2 -3.8062 2.2637 -2.1333  0.110
N3 -3.1377 2.4427 -4.3275  -0.029
C1 -1.5817 -1.4996 1.9895  -0.394
C2 -1.9445 3.3552 2.2854  -0.132
C3 -2.2346 -1.4417 3.2043  -0.050
C4 1.0655 -2.7463 2.0441  -0.042
C5 3.1113 1.1227 3.2979  0.007
C6 2.4208 0.6129 0.9734  -0.141
C7 3.4212 -1.3336 -2.8677  -0.071
C8 -2.6239 3.4123 3.4819  -0.059
C9 4.7945 -1.0245 1.1034  0.000
C10 4.0800 -2.5081 -3.1679  -0.020
C11 -0.9740 1.4561 -4.9652  -0.136
C12 -1.9950 -2.3782 0.9991  -0.096
C13 -3.6229 0.2961 0.7501  -0.520
C14 2.3814 2.4486 -0.6212  -0.106
C15 3.4728 3.8037 2.6374  -0.018
C16 -2.9907 1.8820 -3.1183  -0.335
C17 2.7497 -3.6607 -1.5427  -0.006
C18 2.1762 1.0921 -0.2937  -0.300
C19 2.3342 -0.8183 1.3330  -0.170
C20 4.6377 -3.7168 1.8026  -0.022
C21 3.5309 -1.5847 1.3861  -0.115
C22 -3.8579 1.4729 2.8506  -0.017
C23 2.8165 3.3335 0.3163  0.000
C24 -3.1861 1.4062 1.6233  -0.157
C25 -4.2365 4.3438 -3.3072  -0.136
C26 -2.1545 2.3241 -5.3895  -0.134
C27 3.5196 2.0234 4.2440  -0.043
C28 -4.1928 3.4220 -4.5199  -0.127
C29 3.7004 3.3755 3.9152  -0.052
C30 5.9291 -1.7814 1.2057  -0.054
C31 4.5021 -4.9474 -2.7925  -0.033
C32 3.7654 -3.6852 -2.4921  -0.249
C33 2.8524 1.5341 1.9730  -0.096
C34 5.8502 -3.1391 1.5474  -0.062
C35 -3.3168 -2.2759 3.4297  -0.017
C36 2.0502 -2.4987 -1.2679  -0.055
C37 -2.1995 2.3633 1.3408  -0.530
C38 1.1351 -1.3957 1.6731  -0.243
C39 3.4527 -2.9561 1.7472  -0.164
C40 -3.5848 2.4556 3.7729  -0.062
C41 -4.5815 3.4870 -2.0986  -0.149
C42 -3.0756 -3.2049 1.2305  -0.017
C43 2.4117 -1.3315 -1.9113  -0.347
C44 -1.5091 0.3379 -4.0816  -0.179
C45 2.1963 -3.5145 2.0636  -0.001
C46 3.0396 2.9042 1.6422  -0.135
C47 -3.7545 -3.1569 2.4469  -0.261
C48 -4.9376 -4.0395 2.6828  -0.037
H1 -4.7288 -5.0550 2.3526  0.084
H2 -3.8448 -2.2244 4.3706  0.119
H3 5.5745 -4.7818 -2.7106  0.090
H4 1.2363 -2.5047 -0.5620  0.100
H5 3.6238 4.8379 2.3605  0.117
H6 6.7572 -3.7172 1.6100  0.108
H7 2.1424 -4.5562 2.3446  0.123
H8 -3.7478 1.7213 -1.2858  0.104
H9 -2.6559 1.9020 -6.2681  0.135
H10 -4.9821 5.1260 -3.4353  0.123
H11 4.0249 4.0716 4.6750  0.112
H12 -2.3972 4.1967 4.1869  0.109
H13 2.9820 0.0856 3.5621  0.126
H14 -2.2717 -0.2331 -4.6213  0.136
H15 -5.1536 2.9106 -4.6377  0.139
H16 -5.7991 -3.6673 2.1293  0.092
H17 -4.3655 4.0226 -1.1695  0.130
H18 -4.1103 2.4781 4.7134  0.106
H19 3.7038 1.6945 5.2551  0.112
H20 6.8961 -1.3311 1.0405  0.110
H21 -5.6471 3.2346 -2.1139  0.130
H22 -4.5883 0.7031 3.0518  0.122
H23 -0.2666 2.0489 -4.3825  0.118
H24 2.4896 -4.5614 -1.0077  0.123
H25 0.1088 -3.1677 2.3122  0.110
H26 3.6749 -0.4144 -3.3728  0.112
H27 2.1966 2.7585 -1.6389  0.103
H28 4.2152 -5.7398 -2.1064  0.081
H29 -1.1825 4.0833 2.0611  0.094
H30 -1.4803 -2.3767 0.0433  0.116
H31 -0.4635 1.0530 -5.8387  0.121
H32 -3.4196 -3.8752 0.4554  0.124
H33 -0.7190 -0.3494 -3.7785  0.104
H34 4.2996 -5.2761 -3.8111  0.092
H35 4.5670 -4.7627 2.0608  0.117
H36 4.8551 0.0185 0.8234  0.122
H37 -1.8089 3.3294 -5.6611  0.131
H38 4.8341 -2.5159 -3.9387  0.124
H39 -3.9897 3.9810 -5.4331  0.128
H40 -1.8940 -0.7307 3.9436  0.120
H41 2.9899 4.3668 0.0534  0.124
H42 -3.2577 4.8068 -3.1741  0.126
H43 -5.1936 -4.0601 3.7376  0.078